This record from the Open Molecules 2025 dataset describes a cluster of 21 separate species, C84H224N14O21 in total. The level of theory is the ωB97M-V functional and the def2-TZVPD basis.

```
343
C84H224N14O21 (the ωB97M-V functional and the def2-TZVPD basis)
C -1.6848 1.9172 9.9956
C -1.1151 3.1264 9.1927
C -0.1103 4.0257 10.0029
O -0.8224 4.6209 11.1186
C -0.0158 5.5833 11.8505
N -0.4041 2.6230 8.0407
H -2.2445 1.2818 9.3092
H -2.4218 2.2848 10.7096
H -0.9050 1.3708 10.5262
H -1.9064 3.7553 8.7846
H 0.2766 4.7906 9.3295
H 0.7294 3.4409 10.3784
H -0.5785 5.9185 12.7218
H 0.2608 6.3953 11.1780
H 0.9262 5.1004 12.1102
H -0.0651 3.4129 7.5103
H -1.0319 2.0679 7.4770
C 3.3083 -3.2159 -10.5341
C 2.8783 -3.6936 -9.1363
C 3.6084 -2.8586 -8.0322
O 3.3554 -3.5061 -6.7995
C 3.3292 -2.5996 -5.6757
N 1.4630 -3.4354 -9.0782
H 2.8647 -2.2538 -10.7902
H 2.7672 -3.8287 -11.2552
H 4.3904 -3.3279 -10.6027
H 3.1014 -4.7491 -8.9808
H 3.2529 -1.8322 -8.1231
H 4.6871 -2.8673 -8.1886
H 2.3720 -2.0843 -5.5969
H 4.2098 -1.9581 -5.7111
H 3.3764 -3.2010 -4.7678
H 1.3505 -2.4330 -9.0258
H 1.1403 -3.6931 -8.1565
C -2.9591 7.6240 -0.8479
C -1.5109 7.2465 -1.3127
C -0.4596 8.2129 -0.7069
O 0.7694 8.0116 -1.3981
C 1.6743 9.1082 -1.1132
N -1.3089 5.8138 -1.0788
H -3.0108 7.9525 0.1901
H -3.6322 6.7828 -1.0134
H -3.3486 8.4656 -1.4207
H -1.4325 7.4210 -2.3857
H -0.2519 8.0327 0.3479
H -0.7440 9.2596 -0.8148
H 1.7730 9.4035 -0.0686
H 1.2754 9.9914 -1.6121
H 2.6311 8.9866 -1.6210
H -0.4711 5.5065 -1.5519
H -1.9136 5.1888 -1.5922
C -5.2651 5.7964 1.7304
C -5.9853 4.4562 1.6716
C -6.5668 4.0250 0.2576
O -5.4569 3.9064 -0.6775
C -5.9810 3.9280 -2.0141
N -4.9405 3.5099 2.1180
H -6.0229 6.5419 1.4895
H -4.4128 5.9637 1.0719
H -4.9577 6.0751 2.7384
H -6.8295 4.5221 2.3580
H -7.2958 4.8127 0.0674
H -7.0358 3.0456 0.3516
H -6.5170 3.0078 -2.2467
H -5.2504 3.8219 -2.8161
H -6.6334 4.7844 -2.1845
H -5.3308 2.5834 2.0220
H -4.2606 3.4423 1.3742
C -5.0081 2.7034 5.7259
C -3.6227 3.2310 5.5677
C -2.5594 2.2823 5.0119
O -2.3344 1.2663 6.0427
C -1.6269 0.1170 5.5369
N -3.7214 4.4042 4.6839
H -5.4802 2.4629 4.7733
H -5.6314 3.4601 6.2023
H -4.9347 1.7895 6.3153
H -3.1965 3.6678 6.4709
H -1.6485 2.8659 4.8791
H -2.8585 1.8793 4.0442
H -2.2626 -0.4190 4.8321
H -1.3672 -0.5040 6.3943
H -0.7496 0.4316 4.9717
H -4.0088 4.0977 3.7654
H -2.7904 4.7286 4.4645
C -2.3962 -8.3964 -3.3992
C -2.8414 -7.5173 -2.2435
C -3.9280 -6.5276 -2.6544
O -4.1756 -5.5294 -1.6589
C -3.1254 -4.6074 -1.3375
N -3.3089 -8.4124 -1.2222
H -2.2376 -7.8870 -4.3498
H -3.1615 -9.1464 -3.5987
H -1.4747 -8.8897 -3.0903
H -1.9245 -7.0895 -1.8381
H -4.8745 -7.0590 -2.7534
H -3.5854 -6.0134 -3.5523
H -2.2157 -5.0810 -0.9684
H -3.5086 -3.9947 -0.5215
H -2.9946 -3.7650 -2.0167
H -3.7024 -7.7898 -0.5312
H -4.1006 -8.8722 -1.6487
C -4.6749 -1.5917 5.5244
C -3.7516 -2.7194 6.0489
C -4.1160 -3.1716 7.5000
O -5.4703 -3.5476 7.5958
C -5.9700 -3.9152 8.8669
N -3.9017 -3.8060 5.0880
H -4.6886 -0.6851 6.1294
H -5.6977 -1.9601 5.4447
H -4.4465 -1.4279 4.4712
H -2.6906 -2.4799 6.1202
H -3.9520 -2.3469 8.1936
H -3.4878 -4.0197 7.7722
H -5.4596 -4.8208 9.1946
H -7.0075 -4.2078 8.7056
H -5.9311 -3.1520 9.6442
H -4.9058 -3.9108 5.1189
H -3.8638 -3.4183 4.1562
C -3.7354 1.2777 -1.4642
C -2.5292 2.0355 -0.9568
C -1.5273 2.6599 -2.0310
O -2.2351 3.5916 -2.8086
C -1.5413 4.0346 -3.9678
N -2.9794 3.1206 -0.0608
H -3.4624 0.3388 -1.9459
H -4.1604 1.7739 -2.3368
H -4.4035 1.0249 -0.6409
H -1.8824 1.3626 -0.3937
H -1.2231 1.8110 -2.6432
H -0.7026 3.1268 -1.4925
H -0.5284 4.3531 -3.7217
H -2.1213 4.7939 -4.4925
H -1.4513 3.1901 -4.6510
H -2.3189 3.8613 0.1271
H -3.7052 3.6044 -0.5699
C -0.7103 -5.3951 -4.6989
C 0.8069 -5.2301 -5.0469
C 1.6402 -6.5537 -4.8271
O 1.3772 -7.1449 -3.5392
C 1.9764 -8.4058 -3.3830
N 0.8418 -4.8217 -6.4723
H -1.2035 -6.1375 -5.3263
H -1.1968 -4.4227 -4.7744
H -0.8103 -5.7317 -3.6670
H 1.2592 -4.4596 -4.4224
H 2.7057 -6.3565 -4.9449
H 1.3506 -7.3277 -5.5379
H 3.0599 -8.3439 -3.2817
H 1.6124 -9.1388 -4.1029
H 1.6493 -8.7773 -2.4119
H 1.8126 -4.7579 -6.7434
H 0.4460 -5.6263 -6.9372
C 2.5455 3.4478 -0.2184
C 1.7292 4.7676 -0.0890
C 2.2677 5.8755 0.8812
O 3.6724 6.1734 0.5793
C 4.1787 7.2133 1.3575
N 1.6777 5.3161 -1.4529
H 1.9739 2.7933 -0.8764
H 2.6904 3.1261 0.8129
H 3.5538 3.5875 -0.6083
H 0.6936 4.5883 0.2000
H 2.2388 5.5909 1.9330
H 1.6128 6.7428 0.7984
H 3.7512 8.2002 1.1804
H 5.2240 7.3009 1.0613
H 4.1145 6.9681 2.4177
H 2.6240 5.5448 -1.7215
H 1.1836 6.1877 -1.3253
C 0.6659 0.1218 -7.1024
C 1.4546 0.9049 -8.1641
C 0.9488 0.6454 -9.6372
O 1.2369 -0.6774 -10.0612
C 0.6583 -1.0475 -11.3209
N 1.2491 2.3201 -7.7936
H 0.6127 -0.9344 -7.3668
H -0.3439 0.5294 -7.0555
H 1.0314 0.2857 -6.0887
H 2.5116 0.6485 -8.0924
H 1.3889 1.4190 -10.2664
H -0.1263 0.8242 -9.6514
H 0.4114 -2.1090 -11.3423
H 1.4254 -0.7895 -12.0511
H -0.1562 -0.3831 -11.6096
H 1.2142 2.4537 -6.7931
H 2.1520 2.7234 -7.9993
C 3.7111 0.7414 -3.6107
C 3.6961 2.1393 -4.2725
C 4.3884 2.0792 -5.6620
O 4.3287 3.3815 -6.1881
C 4.9953 3.4352 -7.4321
N 2.2691 2.4440 -4.2791
H 2.9897 0.0838 -4.0959
H 3.4266 0.7861 -2.5594
H 4.7164 0.3230 -3.6599
H 4.2096 2.9703 -3.7888
H 3.9430 1.3590 -6.3482
H 5.4428 1.8350 -5.5324
H 5.8797 2.7992 -7.4711
H 5.3049 4.4728 -7.5575
H 4.3400 3.0418 -8.2091
H 2.0454 2.6890 -3.3251
H 2.1332 3.3232 -4.7573
C -0.5123 6.9681 6.1358
C -0.2989 5.5543 5.7556
C -0.1621 5.3662 4.2229
O -1.4856 5.4651 3.6697
C -1.5075 5.0561 2.2885
N 0.9133 5.1101 6.4187
H -1.5329 7.2590 5.8873
H 0.1484 7.6742 5.6329
H -0.3175 7.0908 7.2012
H -1.1641 4.9353 5.9930
H 0.3710 4.4505 3.9670
H 0.4435 6.1337 3.7410
H -0.9259 5.7609 1.6942
H -2.5448 4.9385 1.9749
H -1.0883 4.0537 2.2021
H 1.1612 4.1834 6.1026
H 1.7042 5.6760 6.1462
C 3.9260 3.5094 4.1351
C 2.8584 2.4797 4.2987
C 3.3733 0.9970 4.1670
O 2.2505 0.1557 4.2693
C 2.4860 -1.2124 4.5334
N 2.2435 2.7453 5.5734
H 4.2878 3.6167 3.1125
H 4.7960 3.3710 4.7770
H 3.5629 4.5114 4.3634
H 2.1374 2.6969 3.5107
H 4.1200 0.7367 4.9172
H 3.9043 0.9309 3.2174
H 2.5450 -1.7972 3.6154
H 1.6477 -1.6723 5.0566
H 3.4412 -1.3428 5.0420
H 1.7191 1.9183 5.8208
H 3.0375 2.7514 6.1976
C 2.7866 -4.4878 6.0949
C 2.9904 -4.9257 4.6243
O 3.9212 -4.1173 3.9997
C 4.2005 -4.5606 2.6387
C 5.5421 -3.8488 2.3164
H 2.2625 -3.5335 6.0430
H 2.1045 -5.1750 6.5956
H 3.7025 -4.3510 6.6697
H 3.2649 -5.9800 4.6601
H 2.0204 -4.8583 4.1318
H 4.3071 -5.6453 2.6306
H 3.4991 -4.1977 1.8874
H 5.9307 -4.2776 1.3927
H 6.3512 -4.1427 2.9851
H 5.4775 -2.7610 2.2898
C -0.5388 -6.6549 0.9591
C 0.2544 -6.5323 2.3130
O -0.3296 -5.4999 3.1130
C -0.3544 -4.1964 2.6378
C -0.7786 -3.2594 3.7838
H -1.6107 -6.5059 1.0888
H -0.2058 -5.9545 0.1932
H -0.4067 -7.6849 0.6277
H 0.0282 -7.4734 2.8141
H 1.3374 -6.4896 2.1973
H 0.6082 -3.8394 2.2718
H -1.0401 -4.0521 1.8028
H -1.5150 -3.8620 4.3155
H -1.3020 -2.4159 3.3338
H 0.0663 -2.9663 4.4071
C -2.9655 -2.7051 -8.7274
C -2.0572 -2.4472 -7.5845
O -2.8187 -2.1514 -6.4649
C -2.0537 -1.6301 -5.4153
C -3.0122 -1.5246 -4.1861
H -3.4525 -3.6757 -8.6338
H -3.7944 -2.0041 -8.8259
H -2.3671 -2.7669 -9.6364
H -1.5002 -3.3591 -7.3696
H -1.3696 -1.6151 -7.7357
H -1.1632 -2.2536 -5.3356
H -1.6628 -0.6635 -5.7329
H -3.6719 -0.6585 -4.2371
H -2.4211 -1.4177 -3.2765
H -3.4977 -2.4928 -4.0638
C 7.2885 2.3247 1.1206
C 5.9165 1.7078 1.0798
O 5.9068 0.5072 0.3568
C 4.7172 -0.2606 0.3618
C 4.9650 -1.5134 -0.4114
H 7.3519 3.1464 1.8340
H 8.1082 1.6100 1.1932
H 7.4253 2.6757 0.0978
H 5.7254 1.5455 2.1406
H 5.1419 2.3584 0.6738
H 4.2834 -0.5397 1.3220
H 3.9326 0.3358 -0.1037
H 4.1865 -2.2758 -0.4409
H 5.8173 -2.0832 -0.0414
H 5.1537 -1.1843 -1.4332
C 2.6450 -5.2005 -0.8193
C 3.7662 -5.0997 -1.8478
O 4.9548 -4.6956 -1.2234
C 6.0809 -5.0620 -2.0074
C 7.3332 -4.8712 -1.1366
H 1.7456 -5.6619 -1.2270
H 2.9476 -5.7855 0.0491
H 2.4396 -4.1966 -0.4476
H 3.8304 -6.0660 -2.3479
H 3.4728 -4.3937 -2.6247
H 6.0879 -6.1161 -2.2846
H 6.1457 -4.5266 -2.9546
H 8.2728 -5.1740 -1.5987
H 7.1816 -5.3297 -0.1594
H 7.4992 -3.8049 -0.9828
C -2.7907 -1.4467 1.3536
C -4.3034 -1.6348 1.1977
O -4.7338 -2.4365 2.2921
C -6.0726 -2.8183 2.0560
C -6.0247 -4.1480 1.2886
H -2.4836 -0.9522 0.4320
H -2.6270 -0.9133 2.2900
H -2.3921 -2.4604 1.3944
H -4.7594 -0.6609 1.3757
H -4.5836 -2.0908 0.2482
H -6.5128 -2.9891 3.0385
H -6.6839 -2.0261 1.6240
H -5.3916 -4.0967 0.4027
H -7.0385 -4.3805 0.9627
H -5.6562 -4.9424 1.9376
C -0.4666 1.3165 1.8332
C 0.3387 0.1386 1.3971
O 0.0101 -0.0897 0.0212
C 0.6906 -1.2061 -0.5316
C 0.5011 -1.0070 -2.0277
H -0.4071 2.1122 1.0906
H -1.5187 1.1544 2.0677
H 0.0490 1.5762 2.7577
H 1.4001 0.3723 1.4796
H 0.1078 -0.7551 1.9768
H 1.7607 -1.1240 -0.3411
H 0.2404 -2.1460 -0.2121
H 0.9420 -1.8128 -2.6146
H 1.0015 -0.0966 -2.3577
H -0.5278 -0.9720 -2.3859
```

Values from the calculation:
Spin multiplicity: 1
DFT total energy in Ha: -5680.95605
HOMO in eV: -7.985
LUMO level in eV: 0.43